The following is a DFT calculation (ωB97M-V/def2-TZVPD) of C12H16ClNO2S2 in the gas phase.

XYZ file:
```
34
Properties=species:S:1:pos:R:3:forces:R:3:mulliken_charge:R:1
Cl 3.36327 -2.61515 4.04632 0.0502 -0.0912 0.1881 -0.202
S -4.39067 -0.22386 -0.94887 0.0268 0.1080 -0.1005 -0.167
S 1.92942 0.07981 -1.42610 0.1351 0.3171 -0.0396 1.306
O 3.13872 0.62869 -1.97571 0.1833 0.2073 0.1992 -0.705
O 1.20652 -0.87505 -2.22469 -0.1679 -0.1888 0.1798 -0.687
N -1.49921 0.99003 -0.48098 -0.1267 0.0448 0.0414 0.086
C -0.18054 1.21783 0.07714 -0.1980 -0.0621 0.1053 -0.636
C -3.90554 1.38476 -0.25994 -0.0309 -0.4429 -0.0294 -0.822
C 2.04842 -2.49440 1.70014 0.0904 0.0537 0.0600 -0.711
C -1.64327 -0.34617 -1.03953 0.0463 -0.0324 -0.3212 -0.205
C 0.85369 1.50093 -1.00562 0.5036 -0.7609 0.1762 -1.104
C 1.73178 -1.89597 0.49315 -0.0570 -0.0067 -0.0866 0.104
C 3.24974 -0.08866 0.97925 0.0370 0.0319 0.0053 -0.243
C 3.57403 -0.67949 2.18764 -0.0586 -0.0572 0.0269 -0.746
C 2.32858 -0.69777 0.14770 -0.1517 0.2602 -0.5391 -0.395
C -2.87328 -0.44041 -1.92497 -0.3036 -0.0092 0.3682 -0.928
C -2.56874 1.28510 0.45755 -0.0945 0.2347 0.0579 -0.626
C 2.96558 -1.87746 2.54134 -0.0885 0.1313 -0.2935 0.367
H -2.85643 0.33154 -2.69421 0.1193 -0.0661 -0.0811 0.367
H -2.63997 0.52081 1.25207 0.0082 0.0888 -0.0199 0.330
H 1.59539 -3.42979 1.98798 -0.0237 -0.0754 0.0354 0.430
H 1.03624 -2.34932 -0.19579 -0.1029 -0.0985 -0.0227 0.474
H -3.84595 2.09903 -1.08137 0.0057 0.1186 0.0944 0.349
H 1.55774 2.27024 -0.70359 0.0894 0.0708 0.0167 0.452
H -0.76480 -0.56846 -1.64720 -0.1538 0.0015 0.1025 0.261
H 0.37151 1.79617 -1.93397 0.0451 -0.0418 -0.1443 0.472
H -4.69366 1.67983 0.43007 -0.0163 0.0497 0.0028 0.422
H -2.35963 2.25089 0.92737 0.0504 -0.0390 0.0100 0.423
H -0.24671 2.09424 0.72811 0.0711 -0.1042 -0.0442 0.477
H 0.16028 0.37092 0.70069 -0.1428 0.2045 0.0719 0.370
H 3.71862 0.82959 0.66338 0.1231 0.1247 0.0282 0.428
H -2.93871 -1.42147 -2.39021 0.0187 -0.0171 -0.0581 0.427
H 4.29315 -0.22402 2.84975 0.0589 0.0225 0.0614 0.424
H -1.71560 -1.10295 -0.23690 0.0543 0.0234 -0.0513 0.210
```
Positions in Å, forces in eV/Å.

## Properties
SMILES   O=S(=O)(CCN1CCSCC1)c1ccc(Cl)cc1
HOMO level   -8.60 eV
LUMO   0.22 eV
Orbital gap   8.814 eV
F_max   0.929 eV Å⁻¹
DFT total energy   -1928.64565 hartree